The following is a DFT calculation (the ωB97M-V functional and the def2-TZVPD basis) of the ion C9H14NS with charge +1 in a non-equilibrium geometry.

SMILES   C=C(C)[N@H+](C)Cc1ccsc1
Kohn-Sham gap   9.7 eV
Energy above the lowest of the compared OMol25 structures with the same formula, charge and spin   122.1 kJ/mol
2S+1   1
Energy   -803.96236 a.u.
HOMO energy   -0.46104 Ha
Charge   +1

Element x y z (Å)
C -0.138 0.781 -2.089
C -0.446 0.560 -0.824
C -0.594 1.463 0.295
N -0.319 -0.888 -0.398
C -1.642 -1.414 0.061
C 0.579 -1.142 0.787
C 1.908 -0.520 0.468
C 2.715 0.079 1.474
C 3.917 0.561 1.034
S 3.892 0.522 -0.726
C 2.455 -0.457 -0.713
H 0.076 0.066 -2.855
H -0.139 1.802 -2.295
H -1.274 1.046 1.038
H -0.959 2.344 -0.118
H 0.319 1.716 0.813
H -0.019 -1.451 -1.186
H -1.605 -2.133 0.859
H -2.017 -0.491 0.426
H -2.310 -1.696 -0.746
H 0.563 -2.239 0.940
H 0.087 -0.630 1.660
H 2.457 0.074 2.486
H 4.625 1.111 1.562
H 2.134 -0.845 -1.583

Force components x, y, z for each atom (eV/Å):
-0.759 -0.024 1.210
1.892 -2.775 -0.897
-0.191 -0.381 1.005
-1.072 -1.237 0.643
-0.827 1.086 -0.717
0.367 0.674 -0.059
-0.856 -0.609 3.328
1.241 -0.086 -0.476
-2.573 -0.240 -2.074
0.252 -1.051 0.883
2.822 2.215 -0.283
0.059 -0.315 -0.117
0.049 1.541 -1.076
-0.164 0.497 0.022
-0.968 1.802 -0.267
0.565 -0.190 -0.019
0.364 0.072 -0.164
0.347 -0.407 -0.004
-1.279 0.213 0.862
0.315 -0.271 -0.247
0.211 0.642 -0.004
0.577 -0.649 -0.768
-0.401 0.011 1.472
1.087 0.649 0.703
-1.057 -1.168 -2.954